No. 1
Here is a molecular structure, C11H17CeCl2NO2Se from OMol25. Energies are from ωB97M-V with the def2-TZVPD basis set.

The total energy comes out at -120593.4212 eV. For the molar mass, the calculation gives 485.2 g/mol.

Geometry as ORCA input:
```
! RIJCOSX wB97M-V def2-TZVPD def2/J DEFGRID3
* xyz -2 1
C -1.595 0.038 -0.264
C -1.213 -0.527 0.994
C -0.229 -1.526 0.741
C -1.834 -0.270 2.317
C 0.009 -1.573 -0.656
C -0.825 -0.606 -1.281
C -0.852 -0.320 -2.732
C -2.600 1.109 -0.464
C 0.426 -2.372 1.769
C 0.955 -2.487 -1.334
Ce 0.931 1.214 0.144
Cl 0.612 1.290 4.944
Cl -0.200 2.780 1.854
O 2.499 0.047 -0.637
H -2.381 0.678 2.313
H -1.063 -0.157 3.097
H -2.525 -1.084 2.605
H 0.565 -1.816 2.706
H 1.416 -2.704 1.432
H -0.181 -3.266 1.982
H 1.876 -2.594 -0.748
H 1.237 -2.091 -2.316
H 0.515 -3.487 -1.479
H 0.141 -0.491 -3.172
H -1.127 0.725 -2.918
H -1.569 -0.971 -3.256
H -2.604 1.807 0.386
H -3.612 0.683 -0.571
H -2.369 1.692 -1.367
H 3.335 0.109 -1.195
O 0.512 2.339 -1.567
H 0.780 2.672 -2.464
Se 4.572 4.959 0.141
C 3.556 3.563 0.397
N 2.840 2.637 0.602
*
```



No. 2
Here is 2 unconnected molecules or ions with the total composition C5H15N3 from OMol25. Energies are from ωB97M-V with the def2-TZVPD basis set.

For the molar mass, the calculation gives 117.2 g/mol. The energy above the lowest of the compared OMol25 structures with the same formula, charge and spin comes out at 563.9 kJ/mol.

Geometry as ORCA input:
```
! RIJCOSX wB97M-V def2-TZVPD def2/J DEFGRID3
* xyz 2 1
C -2.540 0.124 -0.315
C 2.780 0.706 -0.517
C -1.126 1.891 0.669
C 2.413 -0.726 0.038
C 1.101 -1.331 -0.243
N -3.005 -1.034 -0.689
N -1.469 0.472 0.422
N -0.587 -0.465 1.035
H -2.980 0.882 -1.020
H 1.925 0.987 -1.080
H 3.374 1.490 0.091
H 3.479 0.410 -1.396
H -0.054 1.932 0.818
H -1.768 2.224 1.418
H -1.422 2.435 -0.286
H 2.738 -0.857 1.077
H 3.067 -1.414 -0.570
H 0.598 -1.103 -1.136
H 0.985 -2.457 0.023
H -3.837 -1.116 -1.232
H -2.497 -1.795 -0.338
H -1.087 -1.274 1.536
H -0.086 0.019 1.697
*
```



No. 3
Here is 11 unconnected molecules or ions with the total composition H24O12 from OMol25. Energies are from ωB97M-V with the def2-TZVPD basis set.

For the molar mass, the calculation gives 216.2 g/mol. The energy above the lowest of the compared OMol25 structures with the same formula, charge and spin comes out at 794.0 kJ/mol.

Geometry as ORCA input:
```
! RIJCOSX wB97M-V def2-TZVPD def2/J DEFGRID3
* xyz 0 1
H 0.226 -0.165 1.383
H -1.156 0.200 0.867
H 0.982 -5.127 3.442
H 0.981 -3.773 2.753
H -2.593 -0.757 2.856
H -1.499 0.097 3.475
H 3.000 1.943 0.176
H 1.523 1.650 0.383
H 1.726 -2.597 -1.074
H 0.888 -1.378 -0.723
H 4.104 0.384 1.180
H 3.652 -0.371 2.419
H -2.770 3.131 -2.480
H -1.309 3.413 -2.790
H 0.053 2.957 -1.166
H 1.569 3.062 -1.216
H -0.311 -0.341 -3.698
H -1.372 -1.028 -2.854
H 1.986 3.487 2.088
H 2.517 3.929 0.734
H -4.031 -1.262 -1.440
H -4.694 -1.290 -2.807
H -2.427 -3.256 -0.114
H -2.359 -2.005 -0.974
O -0.301 0.585 1.086
O 1.513 -4.569 2.864
O -2.280 -0.421 3.703
O 2.335 1.843 0.866
O 1.799 -1.691 -0.751
O 4.381 -0.308 1.791
O -1.960 2.702 -2.776
O 0.836 2.503 -1.498
O -0.786 -1.175 -3.605
O 1.835 3.383 1.142
O -4.008 -0.837 -2.305
O -2.052 -2.918 -0.935
*
```



No. 4
Here is 2 unconnected molecules or ions with the total composition C5H10N2O2 from OMol25. Energies are from ωB97M-V with the def2-TZVPD basis set.

For the molar mass, the calculation gives 130.1 g/mol. The energy above the lowest of the compared OMol25 structures with the same formula, charge and spin comes out at 454.4 kJ/mol.

Geometry as ORCA input:
```
! RIJCOSX wB97M-V def2-TZVPD def2/J DEFGRID3
* xyz 0 1
C -2.048 1.455 0.570
C -1.774 0.192 0.555
C -1.641 -1.124 0.466
O -1.997 -1.946 1.508
C -1.098 -1.721 -0.746
O -0.806 -1.143 -1.767
H -1.299 2.177 0.861
H -3.012 1.838 0.278
H -1.562 -2.798 1.400
H -0.962 -2.821 -0.662
C 2.080 1.547 -0.574
N 1.029 0.638 -0.137
N 1.502 -0.621 0.321
H 2.714 1.121 -1.368
H 2.705 1.797 0.274
H 1.617 2.459 -0.953
H 0.398 0.445 -0.915
H 2.187 -1.028 -0.326
H 1.966 -0.466 1.213
*
```



No. 5
Here is a molecular structure, C5H8O2 from OMol25. Energies are from ωB97M-V with the def2-TZVPD basis set.

For the molar mass, the calculation gives 100.1 g/mol. The energy above the lowest of the compared OMol25 structures with the same formula, charge and spin comes out at 417.3 kJ/mol.

Geometry as ORCA input:
```
! RIJCOSX wB97M-V def2-TZVPD def2/J DEFGRID3
* xyz 0 1
C -0.513 0.546 -0.025
C 0.665 -0.077 0.557
C -1.793 0.525 0.758
C 1.227 -1.113 -0.072
C 1.945 -1.947 -0.759
O -0.634 0.472 -1.378
O 0.575 1.935 0.403
H -1.532 0.734 -1.628
H 1.164 2.005 -0.363
H 0.767 -0.025 1.636
H -2.666 0.854 0.185
H -1.728 1.205 1.614
H -2.008 -0.469 1.155
H 3.015 -1.799 -0.890
H 1.516 -2.847 -1.192
*
```



No. 6
Here is a molecular structure, C37H41FeIN11SSi from OMol25. Energies are from ωB97M-V with the def2-TZVPD basis set.

For the molar mass, the calculation gives 882.7 g/mol. The energy above the lowest of the compared OMol25 structures with the same formula, charge and spin comes out at 3.1 kJ/mol.

Geometry as ORCA input:
```
! RIJCOSX wB97M-V def2-TZVPD def2/J DEFGRID3
* xyz 1 1
Fe 0.635 0.044 -1.101
N 3.728 1.764 1.042
C 2.663 1.980 0.290
N 2.069 0.820 0.038
C 2.856 -0.112 0.693
N 3.891 0.442 1.314
C 2.501 -1.466 0.593
C 3.279 -2.529 1.036
N 3.077 -3.791 0.719
C 2.153 -3.928 -0.290
C 1.314 -2.968 -0.715
N 1.152 -1.733 0.069
H 4.369 2.437 1.426
H 2.367 2.952 -0.065
H 4.147 -2.300 1.654
H 2.166 -4.876 -0.819
H 0.690 -3.102 -1.585
C 0.120 4.197 -4.444
N -0.518 2.898 -4.574
C -1.416 2.531 -5.557
C -1.775 1.264 -5.322
N -1.076 0.831 -4.184
C -0.314 1.873 -3.720
S 0.698 2.006 -2.389
C -1.241 -0.486 -3.667
C -1.762 -1.448 -4.525
C -2.131 -2.674 -4.009
C -1.984 -2.899 -2.652
C -1.368 -1.923 -1.896
N -0.961 -0.742 -2.390
H -0.212 4.824 -5.267
H 1.202 4.085 -4.479
H -0.157 4.653 -3.495
H -1.733 3.215 -6.324
H -2.490 0.648 -5.828
H -1.876 -1.246 -5.578
H -2.541 -3.433 -4.662
H -2.289 -3.827 -2.189
H -1.184 -2.071 -0.845
C 0.300 -2.084 1.250
Si -0.355 -0.756 2.403
C -1.556 0.283 1.382
N -1.084 1.017 0.172
C -2.274 1.220 -0.695
C -3.454 1.921 -0.014
C -3.005 3.082 0.881
C -1.601 3.507 0.490
C -0.569 2.378 0.590
C -1.454 -1.694 3.596
C -2.514 -2.477 3.129
C -3.322 -3.192 3.999
C -3.080 -3.139 5.366
C -2.034 -2.369 5.851
C -1.231 -1.653 4.974
C 0.878 0.232 3.401
C 2.119 -0.310 3.742
C 2.984 0.359 4.597
C 2.619 1.584 5.135
C 1.381 2.133 4.827
C 0.521 1.458 3.975
H -0.596 -2.604 0.891
H 0.828 -2.844 1.837
H -2.100 0.957 2.051
H -2.306 -0.447 1.055
H -2.605 0.246 -1.051
H -1.943 1.784 -1.569
H -4.035 1.201 0.563
H -4.117 2.281 -0.804
H -3.020 2.783 1.932
H -3.695 3.921 0.796
H -1.256 4.334 1.114
H -1.615 3.884 -0.537
H -0.210 2.279 1.610
H 0.277 2.662 -0.018
H -2.720 -2.541 2.064
H -4.136 -3.793 3.615
H -3.706 -3.698 6.049
H -1.841 -2.327 6.915
H -0.417 -1.057 5.370
H 2.424 -1.263 3.326
H 3.944 -0.077 4.839
H 3.292 2.105 5.805
H 1.081 3.078 5.263
H -0.457 1.887 3.779
I 3.485 -2.631 -5.864
C 3.127 -1.585 -4.132
C 4.036 -0.952 -3.317
N 3.333 -0.405 -2.314
N 2.025 -0.660 -2.410
C 1.887 -1.374 -3.519
H 5.107 -0.864 -3.374
H 3.688 0.050 -1.488
H 0.927 -1.743 -3.835
*
```



No. 7
Here is a molecular structure, C5H14N2O3PS from OMol25. Energies are from ωB97M-V with the def2-TZVPD basis set.

The total energy comes out at -34661.3658 eV. For the molar mass, the calculation gives 213.2 g/mol.

Geometry as ORCA input:
```
! RIJCOSX wB97M-V def2-TZVPD def2/J DEFGRID3
* xyz -1 1
C 2.524 -1.027 -0.008
C 0.479 2.886 -2.022
C -2.191 -1.092 2.672
C 1.299 -0.115 -0.013
C 0.575 1.964 -0.904
N 1.350 0.828 -1.101
N -1.320 -2.211 2.316
O 0.041 -0.757 0.130
O -0.404 -0.678 -2.358
O -2.094 -1.681 -0.685
P -1.141 -0.607 -1.055
S -1.747 1.340 -0.842
H 2.226 -1.864 0.624
H 2.534 -1.502 -0.972
H 3.396 -0.424 0.130
H 0.282 2.332 -2.949
H 1.580 3.242 -2.379
H -0.229 3.806 -1.887
H -1.623 -0.284 2.812
H -3.067 -0.821 1.906
H -2.714 -1.411 3.668
H 1.412 0.386 1.059
H 0.476 2.519 0.013
H 1.179 0.337 -1.879
H -1.801 -3.076 2.369
H -1.022 -2.088 1.357
*
```



No. 8
Here is a gas-phase ion, CH2F3N2 (charge +1) from OMol25. Energies are from ωB97M-V with the def2-TZVPD basis set.

For the molar mass, the calculation gives 99.0 g/mol. The energy above the lowest of the compared OMol25 structures with the same formula, charge and spin comes out at 190.6 kJ/mol.

Geometry as ORCA input:
```
! RIJCOSX wB97M-V def2-TZVPD def2/J DEFGRID3
* xyz 1 1
F 1.625 1.685 0.433
N 1.603 0.463 0.028
C 0.660 -0.300 -0.153
F 0.846 -1.438 -0.715
N -0.877 -0.077 0.017
F -1.411 -0.835 1.056
H -1.166 0.961 0.340
H -1.281 -0.459 -1.006
*
```



No. 9
Here is a single C16H29N3O2 molecule from OMol25. Energies are from ωB97M-V with the def2-TZVPD basis set.

For the molar mass, the calculation gives 295.4 g/mol. The energy above the lowest of the compared OMol25 structures with the same formula, charge and spin comes out at 315.6 kJ/mol.

Geometry as ORCA input:
```
! RIJCOSX wB97M-V def2-TZVPD def2/J DEFGRID3
* xyz 0 1
C -5.823 -2.302 -0.653
C -5.458 -1.217 0.357
C -5.568 -1.768 1.777
C -4.045 -0.676 0.125
C -3.889 0.064 -1.209
C -2.557 0.704 -1.278
N -1.617 0.354 -2.109
O -0.564 1.171 -1.825
C -0.954 1.965 -0.820
C -0.036 2.983 -0.245
N 0.922 2.355 0.656
C 1.453 3.310 1.605
C 1.975 1.654 -0.067
C 2.657 0.611 0.819
C 3.412 -0.450 0.015
C 4.603 0.136 -0.748
C 5.371 -0.983 -1.454
O 5.817 -1.971 -0.555
C 4.741 -2.573 0.126
C 3.938 -1.555 0.936
N -2.172 1.722 -0.451
H -5.846 -1.908 -1.665
H -6.805 -2.711 -0.428
H -5.098 -3.113 -0.614
H -6.168 -0.388 0.251
H -6.574 -2.133 1.969
H -5.337 -0.997 2.509
H -4.872 -2.593 1.917
H -3.331 -1.502 0.160
H -3.793 0.020 0.927
H -4.652 0.842 -1.279
H -3.985 -0.617 -2.054
H 0.457 3.532 -1.067
H -0.654 3.675 0.329
H 0.632 3.754 2.166
H 2.031 4.113 1.122
H 2.101 2.788 2.306
H 1.516 1.138 -0.912
H 2.717 2.366 -0.467
H 1.880 0.121 1.411
H 3.352 1.093 1.509
H 2.721 -0.899 -0.709
H 4.271 0.861 -1.492
H 5.272 0.637 -0.046
H 6.270 -0.594 -1.937
H 4.725 -1.442 -2.221
H 5.188 -3.327 0.778
H 4.077 -3.075 -0.596
H 3.112 -2.061 1.438
H 4.587 -1.115 1.695
*
```



No. 10
Here is 6 unconnected molecules or ions with the total composition C46H50ClN8O4PS from OMol25. Energies are from ωB97M-V with the def2-TZVPD basis set.

The total energy comes out at -101267.6017 eV. For the molar mass, the calculation gives 877.5 g/mol.

Geometry as ORCA input:
```
! RIJCOSX wB97M-V def2-TZVPD def2/J DEFGRID3
* xyz 0 1
C -3.489 -0.475 -0.282
C -3.025 0.645 -0.861
C -1.628 1.137 -0.756
C -0.517 0.401 -0.834
N -0.552 -1.019 -1.060
C -0.739 -1.276 -2.240
S -1.097 -1.606 -3.726
C 0.806 1.063 -0.598
O 1.688 0.462 -0.032
C 0.900 2.477 -1.090
C 2.075 3.024 -1.606
C 3.319 2.167 -1.756
C 3.571 1.735 -3.217
C 2.287 1.305 -3.953
C 2.633 0.467 -5.200
O 1.908 0.860 -6.365
C 2.067 4.366 -1.998
Cl 3.587 4.959 -2.654
C 0.938 5.194 -1.934
P 0.872 6.973 -2.461
N 2.404 7.691 -2.211
O 0.018 7.687 -1.233
C -0.257 4.594 -1.466
N -1.482 5.289 -1.426
C -2.488 4.799 -2.406
C -2.252 5.305 -3.850
C -2.653 4.217 -4.857
C -2.344 4.582 -6.309
C -0.260 3.263 -1.030
C -1.512 2.615 -0.476
O -2.360 3.185 0.154
H -4.493 -0.455 0.134
H -2.908 -1.388 -0.216
H -3.694 1.294 -1.418
H 4.181 2.755 -1.432
H 3.281 1.303 -1.108
H 4.225 0.859 -3.186
H 4.072 2.514 -3.789
H 1.703 0.683 -3.270
H 1.718 2.174 -4.287
H 3.703 0.541 -5.432
H 2.435 -0.589 -5.024
H 2.089 1.798 -6.489
H 2.862 7.305 -1.390
H 2.995 7.545 -3.018
H 0.227 7.304 -0.368
H -1.349 6.271 -1.628
H -2.485 3.712 -2.443
H -3.448 5.169 -2.048
H -2.867 6.193 -4.022
H -1.213 5.608 -3.991
H -3.714 3.997 -4.702
H -2.106 3.308 -4.585
H -3.006 5.377 -6.649
H -1.298 4.871 -6.395
H -2.527 3.708 -6.937
N 0.453 -6.537 0.222
C -0.073 -5.453 -0.347
C -0.142 -4.214 0.270
C 0.364 -4.095 1.555
C 0.911 -5.210 2.166
C 0.933 -6.403 1.457
H -0.461 -5.594 -1.351
H -0.580 -3.365 -0.236
H 0.332 -3.143 2.073
H 1.317 -5.159 3.169
H 1.357 -7.299 1.896
N -7.028 0.159 0.432
C -7.318 -0.713 1.400
C -8.532 -0.744 2.068
C -9.503 0.179 1.715
C -9.221 1.090 0.710
C -7.975 1.036 0.104
H -6.537 -1.422 1.654
H -8.708 -1.476 2.844
H -10.464 0.188 2.213
H -9.948 1.829 0.402
H -7.715 1.732 -0.686
N -5.027 -2.999 3.379
C -4.263 -3.342 2.344
C -2.928 -3.691 2.455
C -2.349 -3.675 3.712
C -3.129 -3.330 4.805
C -4.460 -3.003 4.585
H -4.754 -3.333 1.375
H -2.358 -3.963 1.579
H -1.306 -3.935 3.838
H -2.717 -3.309 5.804
H -5.107 -2.724 5.409
N 3.304 -5.104 5.192
C 2.377 -4.708 6.064
C 2.534 -3.629 6.920
C 3.723 -2.920 6.872
C 4.700 -3.317 5.974
C 4.442 -4.409 5.159
H 1.461 -5.291 6.071
H 1.744 -3.353 7.606
H 3.886 -2.072 7.525
H 5.644 -2.795 5.902
H 5.180 -4.752 4.442
N 7.390 -3.993 3.065
C 6.586 -3.133 2.444
C 6.994 -2.304 1.411
C 8.316 -2.370 1.001
C 9.168 -3.258 1.638
C 8.657 -4.045 2.658
H 5.560 -3.114 2.797
H 6.293 -1.626 0.942
H 8.676 -1.739 0.199
H 10.207 -3.341 1.350
H 9.289 -4.755 3.180
*
```



No. 11
Here is 2 unconnected molecules or ions with the total composition C7H14O2 from OMol25. Energies are from ωB97M-V with the def2-TZVPD basis set.

For the molar mass, the calculation gives 130.2 g/mol. The energy above the lowest of the compared OMol25 structures with the same formula, charge and spin comes out at 137.5 kJ/mol.

Geometry as ORCA input:
```
! RIJCOSX wB97M-V def2-TZVPD def2/J DEFGRID3
* xyz 0 1
C 1.576 -0.852 -1.834
C 0.354 -1.241 -1.472
C -0.835 -1.241 -2.385
C 0.102 -1.635 -0.073
O -0.976 -1.922 0.391
H 2.396 -0.860 -1.130
H 1.791 -0.502 -2.832
H -0.609 -0.767 -3.338
H -1.150 -2.279 -2.569
H -1.676 -0.732 -1.905
H 1.026 -1.699 0.536
C -1.717 1.197 1.312
C -0.272 1.379 0.866
C 0.770 0.776 1.927
O 2.068 0.710 1.405
H -2.392 1.669 0.603
H -1.961 0.137 1.375
H -1.889 1.636 2.289
H -0.031 2.444 0.782
H -0.122 1.001 -0.147
H 0.500 -0.229 2.251
H 0.707 1.420 2.814
H 2.339 1.591 1.135
*
```



Question: Which of these has the highest molar mass?
Answer: C37H41FeIN11SSi